1.
A 4-piece molecular cluster, C16H33BN3O5S overall in a non-equilibrium geometry. Source: the Open Molecules 2025 dataset; level of theory: ωB97M-V with the def2-TZVPD basis set.

Last column: Mulliken charge in e.
Positions of all 59 atoms, in Å:
1 C 2.386 1.641 3.313  -0.41
2 C 1.394 1.807 2.456  -0.26
3 C 0.203 1.794 1.336  0.48
4 O 0.831 0.995 0.260  -0.67
5 B 1.784 2.010 -0.317  1.11
6 O 1.373 3.396 0.102  -0.78
7 C -0.024 3.155 0.485  0.14
8 C -0.876 4.368 1.106  -0.76
9 C -2.481 4.235 0.945  -0.57
10 C -3.007 2.771 0.522  -0.29
11 S -4.894 2.722 0.682  -0.28
12 H 3.226 1.148 3.944  0.10
13 H -0.690 1.137 1.634  0.15
14 H 1.536 2.065 -1.497  -0.40
15 H 2.880 1.683 0.004  -0.32
16 H -0.457 2.747 -0.511  0.04
17 H -0.635 4.592 2.221  0.26
18 H -0.567 5.334 0.533  0.24
19 H -2.856 5.028 0.182  0.32
20 H -2.970 4.491 1.958  0.29
21 H -2.624 2.020 1.308  0.16
22 H -2.663 2.464 -0.548  0.34
23 H -5.306 1.393 0.441  0.12
24 C -0.636 -1.521 -1.291  -1.11
25 C -2.029 -1.949 -1.658  0.74
26 O -2.618 -1.498 -2.636  -0.64
27 N -2.641 -2.872 -0.862  -0.11
28 C -2.119 -3.516 0.323  -0.87
29 H -0.279 -0.784 -2.013  0.28
30 H -0.633 -1.060 -0.300  0.22
31 H 0.038 -2.380 -1.313  0.40
32 H -3.574 -3.113 -1.169  0.23
33 H -2.117 -4.595 0.154  0.28
34 H -2.784 -3.286 1.159  0.29
35 H -1.110 -3.185 0.562  0.34
36 C -3.826 -2.443 -7.759  -1.17
37 C -4.886 -3.278 -7.093  0.73
38 O -5.858 -3.707 -7.704  -0.67
39 N -4.737 -3.552 -5.768  -0.11
40 C -3.668 -3.139 -4.882  -0.73
41 H -4.079 -2.308 -8.813  0.28
42 H -3.772 -1.459 -7.288  0.34
43 H -2.858 -2.946 -7.698  0.33
44 H -5.485 -4.116 -5.389  0.21
45 H -3.198 -4.037 -4.473  0.22
46 H -4.104 -2.561 -4.067  0.27
47 H -2.917 -2.538 -5.390  0.28
48 C 6.495 1.642 5.073  -1.22
49 C 5.947 0.248 5.220  0.82
50 O 4.759 -0.004 5.066  -0.68
51 N 6.820 -0.750 5.535  -0.18
52 C 8.246 -0.653 5.755  -0.83
53 H 5.683 2.327 4.822  0.27
54 H 6.944 1.969 6.014  0.34
55 H 7.233 1.672 4.269  0.35
56 H 6.381 -1.657 5.616  0.23
57 H 8.748 -1.302 5.033  0.28
58 H 8.461 -1.007 6.765  0.28
59 H 8.614 0.365 5.642  0.31

Computed properties:
- HOMO energy: -3.914 eV
- Net charge: -1
- HOMO-LUMO gap: 0.22514 Eh
- LUMO energy: 2.2 eV



2.
A 4-piece molecular cluster, C16H33BO9S3 overall in a non-equilibrium geometry. Source: the Open Molecules 2025 dataset; level of theory: ωB97M-V with the def2-TZVPD basis set.

Last column: Mulliken charge in e.
Positions of all 62 atoms, in Å:
1 O -0.554 1.821 -1.994  -0.57
2 S -1.803 1.989 -1.282  1.12
3 O -2.620 3.178 -1.419  -0.72
4 C -2.820 0.557 -1.581  -1.02
5 C -2.424 -0.421 -0.485  -0.42
6 C -2.313 0.411 0.792  -0.21
7 C -1.516 1.669 0.452  -0.67
8 H -2.638 0.172 -2.586  0.47
9 H -3.866 0.861 -1.477  0.39
10 H -3.155 -1.228 -0.382  0.47
11 H -1.452 -0.872 -0.718  0.19
12 H -3.317 0.691 1.133  -0.01
13 H -1.837 -0.152 1.601  0.38
14 H -1.850 2.528 1.040  0.35
15 H -0.443 1.514 0.595  0.33
16 O -2.838 -0.058 4.437  -0.68
17 S -2.190 1.222 4.242  1.29
18 O -1.027 1.381 3.393  -0.64
19 C -3.425 2.410 3.753  -0.57
20 C -3.949 2.970 5.067  -0.77
21 C -2.717 3.191 5.944  -0.65
22 C -1.852 1.937 5.844  -0.73
23 H -4.197 1.923 3.155  0.39
24 H -2.927 3.187 3.165  0.33
25 H -4.511 3.896 4.914  0.38
26 H -4.617 2.243 5.545  0.34
27 H -2.156 4.057 5.572  0.31
28 H -2.992 3.400 6.983  0.32
29 H -0.787 2.175 5.918  0.34
30 H -2.122 1.202 6.607  0.36
31 O -1.112 -2.267 -1.794  -0.64
32 S -0.226 -3.399 -1.624  1.14
33 O 1.032 -3.299 -0.912  -0.77
34 C -1.164 -4.753 -0.944  -0.70
35 C -1.717 -5.476 -2.163  -0.55
36 C -0.568 -5.532 -3.169  -0.62
37 C 0.061 -4.141 -3.224  -0.66
38 H -1.942 -4.372 -0.280  0.36
39 H -0.473 -5.393 -0.387  0.36
40 H -2.082 -6.475 -1.907  0.36
41 H -2.554 -4.909 -2.589  0.28
42 H 0.177 -6.262 -2.830  0.30
43 H -0.912 -5.850 -4.158  0.31
44 H 1.136 -4.194 -3.412  0.34
45 H -0.420 -3.514 -3.980  0.37
46 C 2.292 1.234 -2.262  -0.71
47 C 3.738 1.699 -2.890  -0.55
48 B 4.981 0.639 -2.534  0.43
49 O 4.641 -0.790 -2.393  -0.52
50 C 6.482 1.307 -2.407  -0.31
51 O 7.326 0.736 -1.347  -0.22
52 C 8.059 1.829 -0.632  0.24
53 O 9.347 1.617 -0.279  -0.48
54 H 2.504 0.933 -1.128  0.16
55 H 1.867 0.314 -2.849  0.18
56 H 1.573 2.163 -2.223  0.31
57 H 3.723 1.913 -4.044  0.28
58 H 4.053 2.719 -2.357  0.25
59 H 4.180 -0.976 -1.514  0.32
60 H 7.003 1.313 -3.481  0.22
61 H 6.311 2.454 -2.125  0.15
62 H 7.597 2.879 -0.393  0.29

Computed properties:
- HOMO energy: -9.532 eV
- HOMO-LUMO gap: 0.36617 Eh
- LUMO energy: 0.4 eV



3.
A 7-piece molecular cluster, C16H33BrFN8O12 overall. Source: the Open Molecules 2025 dataset; level of theory: ωB97M-V with the def2-TZVPD basis set.

Last column: Mulliken charge in e.
Positions of all 71 atoms, in Å:
1 C -3.991 -2.293 -2.081  -0.79
2 C -3.131 -3.455 -2.559  -0.70
3 C -2.579 -4.318 -1.422  -0.28
4 Br -3.981 -5.443 -0.715  -0.06
5 C -1.912 -3.482 -0.360  0.30
6 C -2.266 -3.412 0.970  -0.35
7 C -1.542 -2.566 1.816  -0.69
8 N -0.524 -1.829 1.418  -1.02
9 N -0.194 -1.916 0.140  1.25
10 C 0.969 -1.092 -0.251  -0.92
11 C 0.761 -0.305 -1.536  0.40
12 C -0.293 0.769 -1.414  -0.98
13 F 1.987 0.303 -1.752  -0.37
14 C -0.823 -2.692 -0.739  -0.31
15 H -4.700 -1.989 -2.837  0.37
16 H -4.546 -2.558 -1.184  0.32
17 H -3.391 -1.418 -1.845  0.10
18 H -2.264 -3.054 -3.084  0.37
19 H -3.684 -4.087 -3.240  0.47
20 H -1.839 -5.000 -1.829  0.41
21 H -3.075 -4.004 1.362  0.43
22 H -1.792 -2.513 2.856  0.47
23 H 1.113 -0.382 0.554  0.48
24 H 1.848 -1.728 -0.285  0.35
25 H 0.592 -0.938 -2.406  0.24
26 H -1.268 0.375 -1.144  0.35
27 H 0.047 1.487 -0.675  0.38
28 H -0.351 1.299 -2.356  0.16
29 H -0.464 -2.715 -1.753  0.63
30 C 0.645 5.366 -2.783  -0.90
31 N -0.219 4.164 -2.637  0.96
32 O -0.688 3.904 -1.547  -0.53
33 O -0.421 3.492 -3.631  -0.57
34 H 0.724 5.849 -1.818  0.32
35 H 1.613 5.025 -3.136  0.35
36 H 0.176 6.016 -3.512  0.35
37 C -3.613 3.080 -3.335  -0.69
38 N -4.349 1.812 -3.091  0.91
39 O -4.683 1.557 -1.951  -0.54
40 O -4.547 1.095 -4.049  -0.53
41 H -3.501 3.591 -2.386  0.28
42 H -2.649 2.812 -3.754  0.24
43 H -4.189 3.668 -4.043  0.33
44 C 1.761 -4.164 2.656  -0.14
45 N 3.246 -4.225 2.736  0.91
46 O 3.763 -3.929 3.790  -0.53
47 O 3.831 -4.549 1.725  -0.55
48 H 1.371 -3.840 3.614  0.14
49 H 1.525 -3.446 1.879  -0.19
50 H 1.404 -5.155 2.391  0.34
51 C 3.139 8.009 -5.736  -0.70
52 N 2.533 7.725 -4.406  0.85
53 O 3.228 7.214 -3.555  -0.51
54 O 1.365 8.023 -4.257  -0.51
55 H 4.173 7.690 -5.712  0.31
56 H 2.565 7.460 -6.475  0.29
57 H 3.052 9.078 -5.907  0.28
58 C 4.755 -1.528 5.887  -0.60
59 N 4.802 -0.068 6.175  0.89
60 O 5.861 0.416 6.506  -0.53
61 O 3.759 0.542 6.052  -0.54
62 H 5.745 -1.942 6.034  0.34
63 H 4.034 -1.969 6.567  0.23
64 H 4.427 -1.646 4.860  0.21
65 C -0.746 -1.500 6.727  -0.77
66 N -0.151 -2.040 5.474  0.82
67 O -0.775 -2.889 4.852  -0.54
68 O 0.928 -1.615 5.140  -0.43
69 H -1.702 -1.983 6.886  0.33
70 H -0.049 -1.714 7.530  0.29
71 H -0.851 -0.428 6.594  0.31

Computed properties:
- Relative energy (zero: lowest compared OMol25 entry of this formula, charge and spin): 0.0 kcal per mole
- HOMO energy: -12.482 eV
- Net charge: +1
- HOMO-LUMO gap: 0.29001 Eh
- LUMO energy: -4.6 eV



4.
A 3-piece molecular cluster, C16H33ClO7P2 overall. Source: the Open Molecules 2025 dataset; level of theory: ωB97M-V with the def2-TZVPD basis set.

Last column: Mulliken charge in e.
Positions of all 59 atoms, in Å:
1 C 2.567 -2.395 1.395  -1.22
2 C 2.051 -1.617 0.207  0.02
3 O 0.653 -1.422 0.358  -0.30
4 C 0.042 -0.732 -0.712  -0.92
5 P -1.472 0.188 -0.020  0.26
6 C -0.420 1.390 0.907  -1.27
7 C -0.015 2.587 0.028  0.66
8 C 1.471 2.893 0.104  -1.08
9 Cl -0.941 4.062 0.511  -0.21
10 P -3.478 1.155 0.562  -0.12
11 C -3.676 0.481 2.281  -0.67
12 C -3.040 1.346 3.377  -1.16
13 C -4.493 -0.110 -0.340  -0.36
14 C -5.921 0.353 -0.630  -1.32
15 H 3.626 -2.621 1.286  0.39
16 H 2.022 -3.336 1.495  0.24
17 H 2.423 -1.828 2.316  0.29
18 H 2.251 -2.153 -0.730  0.32
19 H 2.548 -0.639 0.134  0.13
20 H -0.307 -1.431 -1.485  0.48
21 H 0.752 -0.036 -1.186  0.38
22 H -1.865 0.454 -1.381  -0.05
23 H -1.862 -1.042 0.605  -0.02
24 H 0.475 0.849 1.221  0.29
25 H -0.933 1.734 1.802  0.69
26 H -0.308 2.430 -1.010  0.16
27 H 1.759 3.647 -0.630  0.17
28 H 2.048 1.986 -0.092  0.21
29 H 1.732 3.261 1.097  0.37
30 H -4.752 0.392 2.446  0.46
31 H -3.277 -0.542 2.316  0.43
32 H -2.038 0.999 3.633  0.27
33 H -2.962 2.391 3.067  0.32
34 H -3.630 1.321 4.294  0.35
35 H -3.986 -0.350 -1.282  0.40
36 H -4.510 -1.036 0.246  0.32
37 H -6.450 -0.353 -1.273  0.37
38 H -6.492 0.452 0.295  0.31
39 H -5.920 1.327 -1.121  0.36
40 O 3.187 4.689 -4.840  -0.52
41 C 2.291 4.984 -4.121  0.66
42 O 2.415 5.720 -2.990  -0.35
43 C 1.108 6.058 -2.514  -0.37
44 C 0.253 4.969 -3.137  0.28
45 O 0.997 4.629 -4.310  -0.38
46 H 1.108 6.051 -1.427  0.28
47 H 0.847 7.052 -2.880  0.29
48 H 0.187 4.088 -2.496  -0.24
49 H -0.745 5.289 -3.420  0.35
50 O 5.068 -4.733 1.514  -0.52
51 C 4.362 -5.634 1.201  0.70
52 O 4.541 -6.416 0.112  -0.34
53 C 3.628 -7.516 0.178  -0.31
54 C 2.539 -6.972 1.089  -0.27
55 O 3.256 -6.020 1.880  -0.32
56 H 3.290 -7.756 -0.826  0.28
57 H 4.143 -8.372 0.614  0.26
58 H 1.758 -6.448 0.535  0.23
59 H 2.094 -7.715 1.744  0.30

Computed properties:
- HOMO energy: -7.415 eV
- HOMO-LUMO gap: 0.29240 Eh
- LUMO energy: 0.5 eV



What is the formula in the third record?
C16H33BrFN8O12



The highest HOMO-LUMO gap belongs to which entry?
C16H33BO9S3